Record 1
# C3H8O2S2

A cluster of 2 separate species, C3H8O2S2 in total at a distorted geometry (the ωB97M-V functional and the def2-TZVPD basis, OMol25).

Values from the calculation:
HOMO, eV: -8.797
SMILES: O=CCCSS.O
Gap between HOMO and LUMO, eV: 9.38
LUMO energy, eV: 0.6

```
! RIJCOSX wB97M-V def2-TZVPD def2/J DEFGRID3
* xyz 0 1
C -0.821 0.447 -0.320
C -1.041 -0.803 0.452
O -0.641 -1.872 0.063
C 0.727 0.729 -0.325
S 1.082 2.125 -1.467
S 0.691 1.267 -3.241
H -1.045 0.307 -1.380
H -1.418 1.280 0.043
H -1.585 -0.741 1.404
H 0.966 0.991 0.705
H 1.277 -0.152 -0.638
H -0.309 2.123 -3.564
H 0.093 -2.230 2.411
H 1.452 -1.938 2.993
O 0.573 -1.533 2.864
*
```

Record 2
# C23H30N2O3

The molecule C23H30N2O3 (the ωB97M-V functional and the def2-TZVPD basis, OMol25).

Values from the calculation:
HOMO, eV: -8.583
SMILES: CCCCOc1ccc(C(=O)NCC(=O)N[C@@H](C)CCc2ccccc2)cc1
Gap between HOMO and LUMO, eV: 9.32
LUMO energy, eV: 0.7

```
! RIJCOSX wB97M-V def2-TZVPD def2/J DEFGRID3
* xyz 0 1
C 8.893 -1.489 -0.913
C 7.422 -1.756 -1.212
C 6.546 -0.511 -1.078
C 6.470 0.007 0.360
O 5.547 1.070 0.501
C 4.217 0.815 0.532
C 3.393 1.944 0.584
C 2.024 1.819 0.652
C 1.431 0.557 0.664
C 2.251 -0.563 0.585
C 3.626 -0.447 0.528
H 4.222 -1.344 0.480
H 1.788 -1.538 0.573
C -0.037 0.339 0.722
O -0.569 -0.648 0.231
N -0.743 1.283 1.380
H -0.276 2.105 1.723
C -2.177 1.203 1.560
H -2.445 0.158 1.745
H -2.466 1.817 2.414
C -2.946 1.685 0.317
O -3.629 2.690 0.319
N -2.754 0.890 -0.742
H -2.186 0.057 -0.625
C -3.386 1.120 -2.025
C -2.513 0.524 -3.122
H -1.548 1.025 -3.145
H -2.340 -0.533 -2.940
H -2.991 0.643 -4.091
C -4.832 0.595 -2.040
H -5.375 1.117 -1.251
C -4.982 -0.918 -1.842
C -4.545 -1.378 -0.479
C -3.444 -2.210 -0.319
C -3.042 -2.621 0.940
C -3.740 -2.205 2.060
C -4.846 -1.383 1.912
C -5.246 -0.977 0.653
H -6.113 -0.341 0.546
H -5.400 -1.060 2.782
H -3.427 -2.520 3.045
H -2.177 -3.259 1.044
H -2.889 -2.541 -1.186
H -4.421 -1.451 -2.611
H -6.039 -1.165 -1.973
H -5.282 0.872 -2.996
H -3.446 2.209 -2.154
H 1.420 2.716 0.660
H 3.862 2.915 0.568
H 7.426 0.444 0.658
H 6.232 -0.809 1.054
H 5.536 -0.744 -1.421
H 6.934 0.285 -1.716
H 7.331 -2.131 -2.233
H 7.051 -2.535 -0.541
H 9.484 -2.379 -1.113
H 9.267 -0.682 -1.539
H 9.038 -1.214 0.129
*
```

Record 3
# C3H6FNO2

A cluster of 2 separate species, C3H6FNO2 in total at a distorted geometry (the ωB97M-V functional and the def2-TZVPD basis, OMol25).

Values from the calculation:
HOMO (spin up / spin down), eV: -8.148 / -8.836
Gap between HOMO and LUMO (spin up / spin down), eV: 7.63 / 8.42
LUMO energy (spin up / spin down), eV: -0.5 / -0.4

```
! RIJCOSX wB97M-V def2-TZVPD def2/J DEFGRID3
* xyz 0 1
C -1.811 -0.598 0.149
C 1.052 -0.390 0.658
C -1.017 0.593 0.267
N 0.118 0.724 0.907
O -1.480 -1.744 0.277
O -3.152 -0.360 0.059
F -1.623 1.779 -0.006
H 0.941 -1.151 1.495
H 0.611 -0.678 -0.395
H 2.058 -0.017 0.507
H -0.602 0.046 -1.733
H 0.628 1.666 1.075
H -3.360 0.625 -0.029
*
```

Record 4
# C3H6O2

The molecule C3H6O2 (the ωB97M-V functional and the def2-TZVPD basis, OMol25).

Values from the calculation:
HOMO, eV: -8.751
Gap between HOMO and LUMO, eV: 9.25
LUMO energy, eV: 0.5

```
! RIJCOSX wB97M-V def2-TZVPD def2/J DEFGRID3
* xyz 0 1
O 1.362 -0.959 0.470
C 0.242 -0.305 1.025
C -0.297 0.803 0.134
O -1.270 0.252 -0.794
C -0.954 -0.208 -1.966
H 1.076 -1.504 -0.273
H 0.580 0.121 1.974
H -0.834 1.564 0.706
H 0.519 1.261 -0.437
H -0.578 -1.003 1.246
H 0.156 -0.022 -2.086
*
```

Record 5
# C3H13NO4

A cluster of 5 separate species, C3H13NO4 in total at a distorted geometry (the ωB97M-V functional and the def2-TZVPD basis, OMol25).

Values from the calculation:
HOMO, eV: -9.389
Gap between HOMO and LUMO, eV: 3.79
LUMO energy, eV: -5.6

```
! RIJCOSX wB97M-V def2-TZVPD def2/J DEFGRID3
* xyz 0 1
C -0.841 0.784 -0.369
C -1.020 0.683 1.112
C -0.469 -0.588 -0.960
N -1.783 0.151 -1.398
H -0.203 1.669 -0.685
H -1.162 1.705 1.640
H -1.902 0.035 1.276
H 0.297 -0.813 -1.719
H -0.669 -1.502 -0.460
H -4.161 -1.232 0.137
H -0.311 0.059 1.639
O -3.235 -0.967 0.290
H 2.570 -0.688 -0.866
H -2.649 -0.383 -0.730
O 1.895 -1.052 0.551
H 3.320 -0.419 -2.266
H 1.776 2.121 0.695
O 2.770 -0.069 -1.592
H 1.887 0.546 0.943
H 2.012 -1.524 1.354
O 1.877 1.485 1.405
*
```

Record 6
# BrClH3N2P

A cluster of 2 separate species, BrClH3N2P in total at a distorted geometry (the ωB97M-V functional and the def2-TZVPD basis, OMol25).

Values from the calculation:
HOMO, eV: -10.044
SMILES: N#P(Cl)Br.N
Gap between HOMO and LUMO, eV: 7.93
LUMO energy, eV: -2.1

```
! RIJCOSX wB97M-V def2-TZVPD def2/J DEFGRID3
* xyz 0 1
N 0.932 -0.656 1.663
N -1.437 -0.975 -1.484
P 1.263 0.765 1.439
Cl 2.745 1.594 0.445
Br -0.044 2.694 1.851
H -0.771 -0.283 -1.317
H -0.997 -1.783 -1.990
H -1.690 -1.355 -0.608
*
```

Record 7
# C37H33BrGeN2O4Re

A structure of composition C37H33BrGeN2O4Re at a distorted geometry (the ωB97M-V functional and the def2-TZVPD basis, OMol25).

Values from the calculation:
HOMO (spin up / spin down), eV: -12.418 / -12.418
Gap between HOMO and LUMO (spin up / spin down), eV: 3.91 / 3.84
LUMO energy (spin up / spin down), eV: -8.5 / -8.6

```
! RIJCOSX wB97M-V def2-TZVPD def2/J DEFGRID3
* xyz 2 4
Re -1.813 -1.394 0.599
O -4.567 -2.761 -3.486
C -3.529 -3.644 -3.543
C -3.333 -4.295 -4.749
C -2.279 -5.179 -4.891
C -1.400 -5.417 -3.838
C -1.617 -4.800 -2.625
C -2.698 -3.927 -2.456
C -3.066 -3.376 -1.126
O -2.672 -1.988 -0.952
N -2.446 -4.124 -0.023
N -2.139 -3.339 1.076
C -2.001 -3.861 2.267
C -1.579 -3.129 3.400
Br -1.107 -1.290 3.056
C -1.419 -3.576 4.672
C -1.866 -4.842 5.181
C -1.104 -5.444 6.198
C -1.452 -6.693 6.670
C -2.589 -7.327 6.177
C -3.392 -6.708 5.222
C -3.033 -5.475 4.718
H -4.487 -2.138 -2.755
H -4.015 -4.086 -5.563
H -2.137 -5.686 -5.837
H -0.564 -6.093 -3.961
H -0.955 -5.005 -1.794
H -4.154 -3.394 -1.023
H -2.856 -5.027 0.183
H -2.159 -4.928 2.396
H -0.893 -2.929 5.371
H -0.226 -4.939 6.585
H -0.851 -7.168 7.434
H -2.866 -8.301 6.559
H -4.309 -7.179 4.897
H -3.696 -4.961 4.030
O -2.112 0.630 0.309
C -0.864 0.836 0.059
O -0.158 -0.248 0.223
C -0.294 2.124 -0.336
C 0.979 2.027 -1.186
Ge 1.980 3.719 -1.008
C 0.817 5.105 -1.712
C 0.272 6.170 -0.992
C -0.621 7.051 -1.595
C -0.975 6.881 -2.924
C -0.433 5.833 -3.657
C 0.460 4.955 -3.056
C 3.561 3.620 -2.115
C 4.430 4.712 -2.141
C 5.603 4.660 -2.882
C 5.915 3.519 -3.611
C 5.060 2.429 -3.596
C 3.886 2.480 -2.851
C 2.460 3.744 0.878
C 2.052 4.684 1.825
C 2.489 4.600 3.144
C 3.335 3.574 3.534
C 3.749 2.627 2.604
C 3.312 2.713 1.289
H -0.094 2.645 0.617
H -1.091 2.684 -0.831
H 0.722 1.837 -2.229
H 1.617 1.213 -0.839
H 0.547 6.338 0.039
H -1.034 7.874 -1.026
H -1.660 7.575 -3.395
H -0.696 5.708 -4.700
H 0.902 4.160 -3.649
H 4.191 5.613 -1.586
H 6.272 5.511 -2.894
H 6.823 3.486 -4.200
H 5.305 1.540 -4.163
H 3.222 1.620 -2.853
H 1.395 5.495 1.547
H 2.173 5.345 3.864
H 3.680 3.516 4.559
H 4.426 1.835 2.900
H 3.667 1.983 0.566
*
```

Record 8
# C4H13NO2

A cluster of 3 separate species, C4H13NO2 in total at a distorted geometry (the ωB97M-V functional and the def2-TZVPD basis, OMol25).

Values from the calculation:
HOMO (spin up / spin down), eV: -13.834 / -13.763
Gap between HOMO and LUMO (spin up / spin down), eV: 8.25 / 4.62
LUMO energy (spin up / spin down), eV: -5.6 / -9.1

```
! RIJCOSX wB97M-V def2-TZVPD def2/J DEFGRID3
* xyz 1 2
C -1.495 -1.674 -0.254
C -0.299 -1.003 0.374
C 0.880 -1.469 -0.374
C 1.381 -0.776 -1.447
N -2.740 -1.370 0.490
H -1.537 -1.309 -1.313
H -1.412 -2.738 -0.220
H -0.315 0.133 0.365
H -0.392 -1.254 1.454
H 1.202 -2.496 -0.095
H 1.354 0.341 -1.481
H 1.953 -1.159 -2.304
H -3.560 -1.671 -0.015
H -2.880 -0.348 0.436
H 0.850 1.871 -2.889
H 0.571 3.334 -2.908
O 0.611 2.590 -2.286
H 2.043 1.618 3.151
H 1.071 2.920 2.860
O 1.596 2.414 3.484
*
```

The evaluated E_tot for the records listed, in turn: -1065.93917 -1229.71279 -422.86265 -268.25390 -477.45321 -3486.81639 -6568.77125 -365.03002 Eh.
The evaluated relative energy (zero: lowest compared OMol25 entry of this formula, charge and spin) for the records listed, in turn: 112.5 18.5 445.2 397.3 1061.5 287.3 59.5 307.1 kJ/mol.
The evaluated molecular weight for the records listed, in turn: 140.23 382.50 107.08 74.08 127.14 177.37 908.40 107.15 g mol⁻¹.